Here is a cluster of 9 separate species, C57H110F6N9O11S2 in total from OMol25. Energies are from ωB97M-V with the def2-TZVPD basis set.

Results
2S+1: 2
Highest occupied orbital energy (alpha / beta) (eV): -14.50 / -17.83
Energy (Ha): -4951.3991
<S²>: 0.770
Frontier orbital gap (alpha / beta) (hartree): 0.0806 / 0.2028
Charge: +6

Last columns: bonded neighbours and bond lengths (Å).
Element x y z (Å)
1 C 1.031 2.098 16.171  C2 1.548, H11 1.090, H12 1.090, H13 1.090
2 C 2.397 1.774 16.822  C1 1.548, N3 1.576, H14 1.090, H15 1.090
3 N 2.977 0.357 16.448  C2 1.576, C4 1.562, C5 1.560, C7 1.553
4 C 1.895 -0.743 16.690  N3 1.562, H16 1.090, H17 1.090, H18 1.090
5 C 3.262 0.309 14.916  N3 1.560, C6 1.540, H19 1.090, H20 1.090
6 C 4.343 -0.640 14.367  C5 1.540, H21 1.090, H22 1.090, H23 1.090
7 C 4.181 -0.072 17.330  N3 1.553, C8 1.640, H24 1.090, H25 1.090
8 C 5.431 0.988 17.393  C7 1.640, O9 1.446, H26 1.090, H27 1.090
9 O 5.034 2.286 17.889  C8 1.446, C10 1.395
10 C 5.744 3.360 17.353  O9 1.395, H28 1.090, H29 1.090, H30 1.090
11 H 0.228 1.720 16.805  C1 1.090
12 H 0.864 1.487 15.284  C1 1.090
13 H 0.728 3.107 15.892  C1 1.090
14 H 2.394 1.735 17.911  C2 1.090
15 H 3.080 2.525 16.426  C2 1.090
16 H 0.976 -0.633 16.114  C4 1.090
17 H 1.552 -0.737 17.724  C4 1.090
18 H 2.293 -1.701 16.355  C4 1.090
19 H 3.582 1.294 14.576  C5 1.090
20 H 2.265 0.133 14.512  C5 1.090
21 H 4.137 -1.595 14.851  C6 1.090
22 H 5.326 -0.300 14.692  C6 1.090
23 H 4.203 -0.836 13.304  C6 1.090
24 H 4.513 -1.056 16.998  C7 1.090
25 H 3.833 -0.214 18.353  C7 1.090
26 H 5.924 1.070 16.424  C8 1.090
27 H 6.225 0.542 17.991  C8 1.090
28 H 6.802 3.309 17.609  C10 1.090
29 H 5.373 4.241 17.879  C10 1.090
30 H 5.540 3.553 16.300  C10 1.090
31 C -3.687 -3.666 23.421  C32 1.568, H41 1.090, H42 1.090, H43 1.090
32 C -3.923 -3.048 21.999  C31 1.568, N33 1.577, H44 1.090, H45 1.090
33 N -2.622 -2.817 21.139  C32 1.577, C34 1.581, C35 1.599, C37 1.504
34 C -2.911 -1.938 19.857  N33 1.581, H46 1.090, H47 1.090, H48 1.090
35 C -1.433 -2.199 22.012  N33 1.599, C36 1.579, H49 1.090, H50 1.090
36 C -1.673 -0.724 22.522  C35 1.579, H51 1.090, H52 1.090, H53 1.090
37 C -2.108 -4.163 20.710  N33 1.504, C38 1.575, H54 1.090, H55 1.090
38 C -1.184 -4.170 19.435  C37 1.575, O39 1.404, H56 1.090, H57 1.090
39 O 0.041 -3.506 19.603  C38 1.404, C40 1.411
40 C 0.689 -3.147 18.401  O39 1.411, H58 1.090, H59 1.090, H60 1.090
41 H -3.372 -4.709 23.459  C31 1.090
42 H -4.683 -3.532 23.841  C31 1.090
43 H -3.106 -3.039 24.098  C31 1.090
44 H -4.330 -2.037 21.971  C32 1.090
45 H -4.597 -3.776 21.547  C32 1.090
46 H -3.105 -0.916 20.181  C34 1.090
47 H -3.798 -2.469 19.509  C34 1.090
48 H -2.171 -1.866 19.060  C34 1.090
49 H -0.573 -2.303 21.350  C35 1.090
50 H -1.368 -2.883 22.858  C35 1.090
51 H -1.217 -0.496 23.486  C36 1.090
52 H -2.749 -0.616 22.655  C36 1.090
53 H -1.308 0.013 21.807  C36 1.090
54 H -2.947 -4.853 20.618  C37 1.090
55 H -1.609 -4.507 21.616  C37 1.090
56 H -1.672 -3.837 18.518  C38 1.090
57 H -0.931 -5.204 19.203  C38 1.090
58 H 0.708 -3.966 17.682  C40 1.090
59 H 1.736 -2.863 18.512  C40 1.090
60 H -0.044 -2.468 17.966  C40 1.090
61 C -5.458 4.093 17.707  N62 1.503, H68 1.090, H69 1.090, H70 1.090
62 N -6.136 4.939 18.747  C61 1.503, C63 1.570, C64 1.515, C65 1.591
63 C -7.657 4.552 18.805  N62 1.570, H71 1.090, H72 1.090, H73 1.090
64 C -5.534 4.585 20.092  N62 1.515, H74 1.090, H75 1.090, H76 1.090
65 C -6.049 6.487 18.388  N62 1.591, C66 1.511, H77 1.090, H78 1.090
66 C -6.588 7.315 19.531  C65 1.511, O67 1.402, H79 1.090, H80 1.090
67 O -7.972 7.454 19.355  C66 1.402, H81 0.960
68 H -6.081 4.276 16.831  C61 1.090
69 H -5.251 3.047 17.936  C61 1.090
70 H -4.535 4.565 17.373  C61 1.090
71 H -8.185 4.767 19.734  C63 1.090
72 H -7.905 3.538 18.492  C63 1.090
73 H -8.118 5.242 18.099  C63 1.090
74 H -6.266 4.907 20.833  C64 1.090
75 H -4.505 4.943 20.054  C64 1.090
76 H -5.595 3.497 20.108  C64 1.090
77 H -6.597 6.652 17.460  C65 1.090
78 H -4.978 6.526 18.185  C65 1.090
79 H -6.164 8.308 19.377  C66 1.090
80 H -6.369 6.990 20.548  C66 1.090
81 H -8.153 8.320 18.981  O67 0.960
82 C -4.632 3.185 13.278  N83 1.531, H89 1.090, H90 1.090, H91 1.090
83 N -5.172 2.248 12.195  C82 1.531, C84 1.513, C85 1.569, C86 1.572
84 C -5.818 1.051 12.858  N83 1.513, H92 1.090, H93 1.090, H94 1.090
85 C -6.288 2.957 11.350  N83 1.569, H95 1.090, H96 1.090, H97 1.090
86 C -3.967 1.803 11.288  N83 1.572, C87 1.551, H98 1.090, H99 1.090
87 C -2.699 1.225 11.968  C86 1.551, O88 1.430, H100 1.090, H101 1.090
88 O -1.801 2.239 12.428  C87 1.430, H102 0.960
89 H -3.872 2.522 13.692  C82 1.090
90 H -5.330 3.491 14.057  C82 1.090
91 H -4.226 3.994 12.671  C82 1.090
92 H -6.600 1.398 13.534  C84 1.090
93 H -5.084 0.534 13.476  C84 1.090
94 H -6.312 0.352 12.183  C84 1.090
95 H -6.828 2.292 10.677  C85 1.090
96 H -5.874 3.821 10.830  C85 1.090
97 H -7.075 3.348 11.996  C85 1.090
98 H -3.766 2.748 10.783  C86 1.090
99 H -4.370 1.088 10.571  C86 1.090
100 H -2.167 0.550 11.297  C87 1.090
101 H -3.028 0.613 12.808  C87 1.090
102 H -1.209 1.809 13.048  O88 0.960
103 C -9.192 0.707 22.389  N104 1.610, H110 1.090, H111 1.090, H112 1.090
104 N -8.455 -0.237 21.311  C103 1.610, C105 1.548, C106 1.619, C107 1.535
105 C -7.430 -0.995 22.189  N104 1.548, H113 1.090, H114 1.090, H115 1.090
106 C -9.558 -1.256 20.705  N104 1.619, H116 1.090, H117 1.090, H118 1.090
107 C -7.886 0.729 20.263  N104 1.535, C108 1.540, H119 1.090, H120 1.090
108 C -6.660 0.237 19.472  C107 1.540, O109 1.398, H121 1.090, H122 1.090
109 O -5.464 0.106 20.184  C108 1.398, H123 0.960
110 H -9.463 0.047 23.213  C103 1.090
111 H -10.038 1.204 21.915  C103 1.090
112 H -8.422 1.390 22.748  C103 1.090
113 H -6.630 -0.328 22.509  C105 1.090
114 H -7.095 -1.850 21.604  C105 1.090
115 H -7.909 -1.451 23.056  C105 1.090
116 H -9.893 -2.033 21.392  C106 1.090
117 H -9.015 -1.766 19.909  C106 1.090
118 H -10.372 -0.753 20.182  C106 1.090
119 H -7.494 1.654 20.686  C107 1.090
120 H -8.674 1.089 19.602  C107 1.090
121 H -6.429 1.033 18.764  C108 1.090
122 H -6.874 -0.639 18.860  C108 1.090
123 H -4.750 0.471 19.656  O109 0.960
124 C 6.535 8.596 17.638  N125 1.502, H138 1.090, H139 1.090, H140 1.090
125 N 5.427 7.829 18.302  C124 1.502, C126 1.300, C130 1.335
126 C 5.766 6.936 19.184  N125 1.300, C127 1.379, H141 1.080
127 C 4.783 6.197 19.808  C126 1.379, C128 1.435, H142 1.080
128 C 3.392 6.490 19.609  C127 1.435, C129 1.380, C131 1.428
129 C 3.127 7.539 18.752  C128 1.380, C130 1.384, H143 1.080
130 C 4.159 8.194 18.104  N125 1.335, C129 1.384, H144 1.080
131 C 2.318 5.670 20.069  C128 1.428, C132 1.437, C136 1.387
132 C 1.949 4.477 19.358  C131 1.437, C133 1.427, H145 1.080
133 C 0.823 3.722 19.802  C132 1.427, N134 1.323, H146 1.080
134 N 0.096 4.144 20.824  C133 1.323, C135 1.371, C137 1.475
135 C 0.379 5.332 21.448  N134 1.371, C136 1.358, H147 1.080
136 C 1.431 6.092 21.047  C131 1.387, C135 1.358, H148 1.080
137 C -1.000 3.291 21.321  N134 1.475, H149 1.090, H150 1.090, H151 1.090
138 H 7.280 7.845 17.377  C124 1.090
139 H 6.947 9.326 18.334  C124 1.090
140 H 6.179 9.138 16.762  C124 1.090
141 H 6.744 6.882 19.638  C126 1.080
142 H 5.053 5.440 20.529  C127 1.080
143 H 2.174 8.031 18.623  C129 1.080
144 H 4.020 9.065 17.480  C130 1.080
145 H 2.561 4.160 18.526  C132 1.080
146 H 0.582 2.816 19.265  C133 1.080
147 H -0.457 5.727 22.006  C135 1.080
148 H 1.688 7.073 21.419  C136 1.080
149 H -0.782 2.226 21.248  C137 1.090
150 H -1.748 3.522 20.562  C137 1.090
151 H -1.437 3.533 22.290  C137 1.090
152 C -6.138 -1.956 15.451  N153 1.487, H166 1.090, H167 1.090, H168 1.090
153 N -5.878 -3.301 14.872  C152 1.487, C154 1.358, C158 1.351
154 C -6.807 -4.290 14.926  N153 1.358, C155 1.421, H169 1.080
155 C -6.662 -5.493 14.183  C154 1.421, C156 1.372, H170 1.080
156 C -5.486 -5.715 13.511  C155 1.372, C157 1.413, C159 1.488
157 C -4.388 -4.850 13.713  C156 1.413, C158 1.427, H171 1.080
158 C -4.695 -3.577 14.281  N153 1.351, C157 1.427, H172 1.080
159 C -5.283 -6.973 12.743  C156 1.488, C160 1.378, C164 1.460
160 C -5.330 -8.211 13.347  C159 1.378, C161 1.402, H173 1.080
161 C -5.076 -9.362 12.590  C160 1.402, N162 1.321, H174 1.080
162 N -4.775 -9.315 11.305  C161 1.321, C163 1.342, C165 1.452
163 C -4.578 -8.152 10.665  N162 1.342, C164 1.392, H175 1.080
164 C -4.920 -6.977 11.329  C159 1.460, C163 1.392, H176 1.080
165 C -4.668 -10.553 10.554  N162 1.452, H177 1.090, H178 1.090, H179 1.090
166 H -5.954 -1.165 14.724  C152 1.090
167 H -5.422 -1.934 16.272  C152 1.090
168 H -7.130 -1.909 15.900  C152 1.090
169 H -7.728 -4.001 15.410  C154 1.080
170 H -7.524 -6.142 14.235  C155 1.080
171 H -3.378 -5.013 13.366  C157 1.080
172 H -4.013 -2.740 14.288  C158 1.080
173 H -5.456 -8.285 14.417  C160 1.080
174 H -5.051 -10.291 13.140  C161 1.080
175 H -4.399 -8.198 9.601  C163 1.080
176 H -4.749 -6.008 10.883  C164 1.080
177 H -3.595 -10.551 10.357  C165 1.090
178 H -5.367 -10.459 9.724  C165 1.090
179 H -4.839 -11.408 11.210  C165 1.090
180 C -2.825 0.687 16.180  F181 1.349, F182 1.288, F183 1.351, S184 1.997
181 F -1.829 1.161 15.404  C180 1.349
182 F -3.858 1.320 15.744  C180 1.288
183 F -3.079 -0.639 16.133  C180 1.351
184 S -2.467 1.306 18.045  C180 1.997, O185 1.477, O186 1.499, O187 1.471
185 O -3.740 1.228 18.791  S184 1.477
186 O -1.420 0.367 18.565  S184 1.499
187 O -1.958 2.680 17.916  S184 1.471
188 C -1.119 -2.385 13.486  F189 1.379, F190 1.331, F191 1.352, S192 1.953
189 F -1.242 -3.656 12.965  C188 1.379
190 F -2.196 -1.665 13.181  C188 1.331
191 F -1.104 -2.475 14.834  C188 1.352
192 S 0.546 -1.635 12.793  C188 1.953, O193 1.495, O194 1.477, O195 1.468
193 O 0.400 -0.162 13.001  S192 1.495
194 O 1.496 -2.414 13.612  S192 1.477
195 O 0.533 -1.971 11.364  S192 1.468